No. 1
Molecular formula: C25H36ClIInP2Sb
Method: DFT, ωB97M-V/def2-TZVPD

The calculation puts the HOMO-LUMO gap at 0.2431 Ha. The molar mass is 797.446 g mol⁻¹. As for the largest force on an atom: 2.46 eV/A. The calculation puts the HOMO energy at -13.790 eV.

ORCA input file:
```
! RIJCOSX wB97M-V def2-TZVPD def2/J DEFGRID3
* xyz 2 1
C -0.31 3.33 -2.38
I 1.35 1.84 -2.42
H -0.91 3.06 -1.50
H -0.88 3.24 -3.33
H 0.12 4.35 -2.30
In -0.08 0.44 -0.29
P -2.03 -0.88 -1.42
C -1.46 -1.70 -2.94
C -2.95 -2.19 -0.55
H -3.80 -2.50 -1.18
H -4.10 -0.22 -2.47
H -3.32 -1.80 0.41
H -3.67 0.86 -1.10
H -0.82 -2.56 -2.70
H -2.31 -3.06 -0.34
C -3.28 0.31 -1.97
H -2.36 -2.05 -3.48
H -2.83 1.03 -2.67
H -0.90 -0.99 -3.55
P 1.69 1.08 1.54
C 3.35 1.15 0.82
C 1.36 2.83 1.93
H 0.88 0.13 3.61
H 2.46 0.96 3.81
H 2.39 -0.68 3.08
C 1.87 0.29 3.16
H 0.31 2.93 2.24
H 2.03 3.13 2.74
H 3.97 1.75 1.49
H 3.29 1.60 -0.18
H 1.54 3.44 1.04
H 3.77 0.14 0.73
Cl -1.66 0.99 1.47
C -1.69 -4.87 3.88
C -1.43 -3.49 3.92
C -0.77 -2.87 2.85
C -0.35 -3.63 1.75
C -0.64 -5.00 1.69
C -1.29 -5.62 2.76
Sb 0.80 -2.56 0.23
C 2.75 -2.72 1.23
C 3.85 -2.25 0.51
C 5.12 -2.26 1.10
C 5.30 -2.77 2.40
C 4.18 -3.24 3.10
C 2.91 -3.20 2.53
C 0.94 -4.32 -1.08
C 2.18 -4.94 -1.22
C 2.34 -6.03 -2.09
C 1.25 -6.51 -2.83
C 0.00 -5.91 -2.67
C -0.16 -4.83 -1.78
H -2.19 -5.36 4.72
H -1.75 -2.90 4.78
H -0.59 -1.79 2.89
H -0.36 -5.60 0.82
H -1.49 -6.69 2.73
H 3.74 -1.85 -0.49
H 5.98 -1.89 0.54
H 6.30 -2.78 2.85
H 4.32 -3.64 4.11
H 2.06 -3.55 3.11
H 3.05 -4.59 -0.66
H 3.32 -6.51 -2.19
H 1.38 -7.36 -3.52
H -0.86 -6.29 -3.23
H -1.17 -4.42 -1.66
*
```

No. 2
Molecular formula: C25H36FIN2O11
Method: DFT, ωB97M-V/def2-TZVPD

The calculation puts the HOMO-LUMO gap at 0.3664 Ha. The molar mass is 686.468 g mol⁻¹. As for the largest force on an atom: 0.88 eV/A. The structure (SMILES) is CC(C)C[C@](C#N)(CCCI)[C@@](C#N)(CCF)CCC(=O)O.O=C1OCCO1.O=C1OCCO1.O=C1OCCO1. The calculation puts the HOMO energy at -9.747 eV.

ORCA input file:
```
! RIJCOSX wB97M-V def2-TZVPD def2/J DEFGRID3
* xyz 0 1
C -4.89 1.50 3.22
C -3.59 0.68 3.30
C -2.70 1.25 4.42
C -2.91 0.77 1.93
C -2.05 -0.45 1.48
C -3.02 -1.51 1.19
N -3.79 -2.35 0.99
C -1.21 -0.97 2.67
C -0.23 -2.09 2.35
C 0.46 -2.59 3.62
I 2.26 -1.48 3.98
C -1.21 -0.08 0.20
C -0.92 -1.33 -0.53
N -0.67 -2.30 -1.08
C -1.99 0.83 -0.80
C -3.16 0.20 -1.53
F -2.83 0.07 -2.89
C 0.10 0.68 0.55
C 1.40 0.27 -0.16
C 1.41 0.76 -1.58
O 1.47 1.93 -1.87
O 1.34 -0.21 -2.51
H -5.68 0.93 2.74
H -4.73 2.41 2.65
H -5.24 1.77 4.21
H -3.85 -0.35 3.53
H -3.29 1.60 5.25
H -2.12 2.09 4.04
H -2.00 0.52 4.81
H -2.32 1.68 1.86
H -3.70 0.87 1.18
H -1.88 -1.35 3.44
H -0.68 -0.13 3.11
H 0.54 -1.78 1.66
H -0.77 -2.93 1.91
H -0.17 -2.48 4.50
H 0.77 -3.62 3.50
H -1.27 1.09 -1.57
H -2.24 1.77 -0.32
H -4.05 0.84 -1.49
H -3.43 -0.79 -1.17
H 0.30 0.69 1.61
H -0.04 1.73 0.26
H 2.20 0.82 0.34
H 1.65 -0.78 -0.08
H 0.91 0.15 -3.30
C 6.12 1.38 -1.94
C 4.88 1.48 -1.07
O 4.71 0.12 -0.63
C 5.92 -0.49 -0.68
O 6.16 -1.56 -0.22
O 6.82 0.28 -1.34
H 6.73 2.28 -1.91
H 5.89 1.13 -2.97
H 5.03 2.12 -0.20
H 4.00 1.81 -1.61
C 7.88 5.69 -4.68
C 7.53 4.44 -5.47
O 6.57 3.80 -4.62
C 6.01 4.74 -3.82
O 5.07 4.56 -3.12
O 6.67 5.91 -3.93
H 8.10 6.55 -5.29
H 8.70 5.52 -3.97
H 7.05 4.67 -6.42
H 8.37 3.78 -5.64
C -5.19 -5.97 0.38
C -6.09 -4.75 0.41
O -6.95 -4.99 -0.71
C -6.98 -6.32 -0.95
O -7.73 -6.86 -1.70
O -6.04 -6.96 -0.22
H -4.88 -6.31 1.37
H -4.31 -5.83 -0.25
H -6.69 -4.70 1.32
H -5.54 -3.82 0.29
*
```

No. 3
Molecular formula: C25H36N8O2RuS
Method: DFT, ωB97M-V/def2-TZVPD

The calculation puts the HOMO-LUMO gap (spin up / spin down) at 0.2675 / 0.2565 Ha. The molar mass is 613.754 g mol⁻¹. The energy relative to the best compared isomer or geometry (same formula, charge and spin) is 80.6 kJ/mol. As for the largest force on an atom: 1.65 eV/A. The calculation puts the HOMO energy (spin up / spin down) at -15.753 / -15.749 eV.

ORCA input file:
```
! RIJCOSX wB97M-V def2-TZVPD def2/J DEFGRID3
* xyz 3 2
Ru -0.84 1.17 -1.00
C 2.07 1.15 5.78
C 1.80 1.08 4.30
C 2.77 0.78 3.38
C 2.54 0.84 1.99
C 3.63 0.68 1.09
N 4.59 -0.19 1.21
C 4.59 -1.43 2.04
C 3.27 -2.18 1.86
C 3.01 -2.52 0.39
N 1.59 -2.41 0.05
C 0.86 -3.36 -0.45
C -0.46 -3.19 -0.94
C -1.09 -4.34 -1.48
C -2.35 -4.31 -2.03
C -3.01 -5.53 -2.62
C -3.00 -3.08 -2.01
C -2.42 -1.92 -1.50
C -3.20 -0.71 -1.47
N -2.80 0.49 -1.27
C -3.92 1.49 -1.24
C -3.54 2.68 -0.40
C -3.07 2.23 0.96
N -1.63 1.84 0.89
C -1.12 1.68 2.05
C 0.24 1.38 2.43
C 0.53 1.35 3.79
C 1.25 1.17 1.47
O 1.03 1.23 0.19
C -1.13 -1.93 -0.94
O -0.57 -0.87 -0.42
H 3.03 0.70 6.04
H 1.29 0.64 6.35
H 2.08 2.19 6.12
H 3.78 0.59 3.74
H 3.67 1.31 0.21
H 5.38 -0.09 0.58
H 4.75 -1.20 3.09
H 5.44 -2.02 1.70
H 2.45 -1.57 2.24
H 3.30 -3.08 2.46
H 3.36 -3.52 0.13
H 3.52 -1.82 -0.26
H 1.12 -1.50 0.12
H 1.32 -4.34 -0.53
H -0.54 -5.27 -1.46
H -2.40 -6.42 -2.47
H -3.18 -5.40 -3.69
H -3.99 -5.70 -2.16
H -4.01 -3.01 -2.41
H -4.27 -0.86 -1.62
H -4.81 1.01 -0.83
H -4.16 1.80 -2.26
H -4.39 3.37 -0.31
H -2.74 3.23 -0.87
H -3.62 1.36 1.32
H -3.22 3.03 1.68
H -1.79 1.81 2.90
H -0.28 1.57 4.49
N 0.88 3.01 -1.66
N 0.48 4.05 -2.50
C -0.67 3.94 -3.16
N -1.02 4.91 -3.99
S -1.67 2.57 -2.98
H 1.18 3.37 -0.76
H 1.64 2.47 -2.07
H 1.10 4.84 -2.63
H -0.47 5.74 -4.12
H -1.90 4.86 -4.48
N -0.11 0.18 -2.77
H -0.94 -0.27 -3.15
H 0.60 -0.55 -2.65
H 0.21 0.82 -3.49
*
```

No. 4
Molecular formula: C25H37N4O8P2STi
Method: DFT, ωB97M-V/def2-TZVPD

The calculation puts the HOMO-LUMO gap at 0.2899 Ha. The molar mass is 663.473 g mol⁻¹. The energy relative to the best compared isomer or geometry (same formula, charge and spin) is 450.1 kJ/mol. As for the largest force on an atom: 0.21 eV/A. The calculation puts the HOMO energy at -11.269 eV.

ORCA input file:
```
! RIJCOSX wB97M-V def2-TZVPD def2/J DEFGRID3
* xyz 1 1
Ti 0.22 -0.86 0.62
C -2.86 4.93 0.77
C -3.46 3.55 0.97
N -2.54 2.67 1.71
C -2.68 2.68 3.17
C -3.71 1.66 3.65
C -1.62 1.96 1.07
S -0.51 0.98 2.01
N -1.54 2.17 -0.26
C -1.00 1.30 -1.08
O -0.70 0.09 -0.74
C -0.75 1.67 -2.48
C -0.27 0.71 -3.37
C 0.01 1.06 -4.68
C -0.18 2.37 -5.10
C -0.66 3.33 -4.22
C -0.95 2.99 -2.91
H -3.57 5.57 0.25
H -1.95 4.87 0.17
H -2.62 5.40 1.72
H -3.70 3.08 0.02
H -4.37 3.61 1.57
H -2.99 3.69 3.44
H -1.72 2.50 3.63
H -4.68 1.84 3.19
H -3.82 1.73 4.73
H -3.39 0.65 3.40
H -0.12 -0.30 -3.02
H 0.37 0.32 -5.37
H 0.04 2.65 -6.12
H -0.81 4.35 -4.55
H -1.32 3.72 -2.21
C 3.40 -4.38 1.77
C 2.30 -3.57 2.44
O 2.06 -3.98 3.78
P 2.66 -1.78 2.38
O 3.72 -1.49 1.27
O 3.37 -1.51 3.75
O 1.44 -0.89 2.22
P 0.64 -3.90 1.58
O -0.87 -4.14 3.60
O 0.70 -2.70 0.51
O -0.28 -3.14 2.75
H 4.37 -4.22 2.23
H 3.48 -4.12 0.71
H 3.15 -5.44 1.84
H 2.90 -4.05 4.26
H 3.34 -1.03 0.47
H 3.61 -0.59 3.94
H -0.17 -4.23 4.27
N -1.46 -2.74 -1.47
C -2.32 -2.47 -0.45
C -3.67 -2.85 -0.54
C -4.51 -2.60 0.51
C -4.01 -1.99 1.66
C -2.69 -1.63 1.67
N -1.86 -1.82 0.63
H -1.81 -3.31 -2.22
H -0.49 -2.88 -1.24
H -4.02 -3.36 -1.43
H -5.55 -2.90 0.45
H -4.63 -1.81 2.53
H -2.25 -1.16 2.54
C 3.35 2.04 -2.63
C 3.69 0.58 -2.29
C 5.09 0.50 -1.66
C 3.64 -0.28 -3.56
C 2.69 0.08 -1.33
C 1.85 -0.34 -0.56
H 4.07 2.42 -3.35
H 3.37 2.66 -1.74
H 2.35 2.11 -3.08
H 5.83 0.88 -2.36
H 5.35 -0.53 -1.41
H 5.14 1.10 -0.75
H 4.37 0.09 -4.28
H 2.65 -0.23 -4.02
H 3.87 -1.32 -3.34
*
```

No. 5
Molecular formula: C25H38AlBCl3CsF5N3O14S4
Method: DFT, ωB97M-V/def2-TZVPD

The calculation puts the HOMO-LUMO gap at 0.0373 Ha. The molar mass is 1104.902 g mol⁻¹. As for the largest force on an atom: 10.92 eV/A. The calculation puts the HOMO energy at -4.503 eV.

ORCA input file:
```
! RIJCOSX wB97M-V def2-TZVPD def2/J DEFGRID3
* xyz 0 1
C 2.89 -1.89 3.71
B 1.92 -2.11 2.49
O 0.65 -2.54 2.71
C 2.44 -1.81 1.01
C 2.85 -2.86 0.12
S 2.78 -4.53 0.65
O 3.98 -5.21 0.28
O 2.49 -4.67 2.05
C 1.35 -5.37 -0.23
F 1.67 -5.71 -1.48
F 1.18 -6.51 0.46
C -0.01 -4.63 -0.21
F -0.90 -5.46 -0.78
F 0.03 -3.53 -0.96
F -0.42 -4.38 1.01
C 3.27 -2.59 -1.16
C 3.66 -3.61 -2.20
C 5.01 -3.33 -2.91
C 4.80 -3.05 -4.41
C 5.78 -1.98 -4.90
S 6.30 -2.23 -6.62
O 5.18 -2.03 -7.45
O 7.37 -1.27 -6.88
Cl 7.06 -4.14 -6.77
C 3.32 -1.22 -1.54
N 3.66 -0.74 -2.73
S 3.53 0.84 -2.71
N 3.01 1.05 -1.21
C 2.94 -0.15 -0.67
C 2.49 -0.51 0.64
O 2.09 0.49 1.48
C 0.91 1.16 0.97
C -0.12 1.48 2.02
C -0.87 0.23 2.52
O -1.07 2.30 1.36
H 3.20 -0.86 3.81
H 2.45 -2.24 4.65
H 3.79 -2.50 3.54
H 0.62 -2.92 3.60
H 3.70 -4.62 -1.84
H 2.88 -3.59 -2.96
H 5.46 -2.44 -2.49
H 5.67 -4.19 -2.84
H 4.89 -3.95 -5.01
H 3.81 -2.65 -4.61
H 5.35 -0.98 -4.87
H 6.66 -2.06 -4.24
H 1.18 2.07 0.44
H 0.42 0.52 0.23
H 0.30 2.01 2.88
H -0.83 -0.56 1.77
H -0.45 -0.11 3.47
H -1.91 0.48 2.67
H -1.29 1.85 0.52
O 3.13 1.50 -9.41
S 4.50 1.08 -9.22
O 5.14 0.82 -10.58
O 4.63 -0.07 -8.35
O 5.33 2.25 -8.68
Cs 8.87 -1.21 -5.50
Al 6.39 3.07 -10.01
C -3.49 2.02 -0.87
O -3.39 3.06 -1.51
O -4.87 1.80 -0.39
O -2.66 1.18 -0.50
H -5.22 2.60 -0.82
Cl 6.65 -0.50 -11.32
C -7.27 3.05 6.63
C -5.93 2.40 6.32
C -5.08 3.06 5.24
N -5.62 3.01 3.83
C -6.32 1.73 3.53
C -6.53 4.19 3.54
C -5.64 5.21 2.85
C -4.79 4.33 1.95
C -4.44 3.15 2.85
H -7.95 3.05 5.78
H -7.76 2.52 7.44
H -7.14 4.09 6.96
H -6.08 1.34 6.09
H -5.33 2.41 7.23
H -4.12 2.55 5.22
H -4.90 4.11 5.47
H -7.24 1.68 4.11
H -5.66 0.90 3.78
H -6.55 1.71 2.47
H -7.31 3.85 2.87
H -6.96 4.55 4.47
H -5.02 5.74 3.58
H -6.21 5.95 2.30
H -3.89 4.83 1.59
H -5.35 3.99 1.08
H -3.54 3.36 3.42
H -4.32 2.22 2.30
Cl -5.04 0.65 -2.30
*
```

No. 6
Molecular formula: C25H38BiO11P2S5
Method: DFT, ωB97M-V/def2-TZVPD

The calculation puts the HOMO-LUMO gap at 0.2909 Ha. The molar mass is 945.831 g mol⁻¹. The energy relative to the best compared isomer or geometry (same formula, charge and spin) is 59.2 kJ/mol. As for the largest force on an atom: 0.73 eV/A. The calculation puts the HOMO energy at -11.105 eV.

ORCA input file:
```
! RIJCOSX wB97M-V def2-TZVPD def2/J DEFGRID3
* xyz 1 1
Bi -0.76 -0.19 -0.73
C 1.23 -2.34 -2.84
C -0.20 -2.87 -2.73
S -1.33 -1.67 -3.47
C -2.99 -2.27 -3.09
C -3.96 -1.09 -3.19
S -3.74 0.10 -1.84
C -3.48 1.68 -2.68
C -2.24 1.80 -3.54
S -0.63 1.83 -2.68
C 0.38 1.16 -4.03
C 1.65 0.42 -3.62
S 1.59 -0.67 -2.18
H 1.57 -2.34 -3.87
H 1.88 -3.00 -2.27
H -0.46 -3.06 -1.69
H -0.25 -3.82 -3.27
H -3.00 -2.69 -2.08
H -3.27 -3.05 -3.79
H -4.98 -1.48 -3.14
H -3.86 -0.60 -4.16
H -3.50 2.42 -1.88
H -4.34 1.88 -3.32
H -2.29 2.73 -4.11
H -2.19 0.98 -4.26
H 0.66 2.01 -4.66
H -0.26 0.51 -4.61
H 2.44 1.12 -3.38
H 1.97 -0.18 -4.47
C -0.45 4.06 2.82
C -0.52 3.14 1.62
O 0.11 3.76 0.50
P -2.25 2.77 1.09
O -2.90 4.08 0.51
O -3.09 2.48 2.39
O -2.27 1.69 0.06
P 0.10 1.45 1.93
O 1.41 1.55 2.77
O -0.99 0.67 2.57
O 0.50 1.02 0.50
H -0.92 5.02 2.60
H 0.60 4.24 3.06
H -0.93 3.63 3.69
H 0.56 3.07 -0.01
H -3.26 4.69 1.16
H -2.66 1.71 2.84
H 1.81 0.66 2.90
C 3.25 4.31 -0.65
C 3.13 2.82 -0.56
O 2.40 2.21 -1.34
C 3.87 2.09 0.50
C 4.85 2.72 1.26
C 5.51 2.02 2.26
C 5.19 0.69 2.49
C 4.21 0.05 1.74
C 3.56 0.75 0.74
H 2.54 4.69 -1.38
H 4.26 4.58 -0.96
H 3.07 4.78 0.32
H 5.10 3.76 1.09
H 6.27 2.50 2.85
H 5.71 0.14 3.27
H 3.95 -0.98 1.93
H 2.78 0.27 0.17
C -3.35 -5.79 3.49
C -2.22 -4.96 2.97
C -1.16 -5.54 2.30
C -0.09 -4.77 1.85
C -0.09 -3.41 2.09
C -1.14 -2.80 2.77
C -2.19 -3.58 3.20
S 1.20 -2.40 1.43
O 1.37 -1.30 2.36
O 2.34 -3.24 1.17
O 0.66 -1.88 0.12
H -3.43 -6.74 2.96
H -4.31 -5.27 3.40
H -3.21 -6.02 4.55
H -1.15 -6.61 2.13
H 0.75 -5.23 1.34
H -1.10 -1.74 2.98
H -3.01 -3.12 3.75
*
```